Record 1
2 unconnected molecules or ions with the total composition C6H16O at a distorted geometry. Source: the OMol25 dataset; level of theory: ωB97M-V with the def2-TZVPD basis set.

Output
Spin multiplicity ... 1
Orbital gap ... 11.60 eV
HOMO energy ... -10.87 eV
SMILES ... CCC(C)(C)C.O
Molar mass ... 104.19 u

Each line ends with the natural charge from an NBO analysis.
Geometry (Å):
C: -2.01 -0.25 1.32  -0.608
C: -0.64 0.49 1.37  -0.401
C: 0.55 -0.12 0.64  -0.062
C: 0.12 -0.48 -0.80  -0.620
C: 1.76 0.80 0.54  -0.598
C: 0.98 -1.36 1.42  -0.605
H: -2.59 -0.13 2.25  0.211
H: -1.82 -1.33 1.15  0.200
H: -2.60 0.14 0.48  0.204
H: -0.88 1.52 1.02  0.202
H: -0.51 0.53 2.47  0.203
H: -0.59 -1.29 -1.02  0.217
H: 1.05 -0.67 -1.37  0.203
H: -0.31 0.47 -1.15  0.207
H: 2.60 0.24 0.11  0.207
H: 2.05 1.18 1.53  0.212
H: 1.55 1.67 -0.12  0.211
H: 1.42 -1.07 2.39  0.206
H: 1.76 -1.83 0.80  0.202
H: 0.18 -2.10 1.60  0.209
O: -0.89 1.48 -4.67  -0.941
H: -0.76 1.41 -5.64  0.470
H: -0.40 0.70 -4.30  0.471

---

Record 2
2 unconnected molecules or ions with the total composition C6H16O at a distorted geometry. Source: the OMol25 dataset; level of theory: ωB97M-V with the def2-TZVPD basis set.

Output
Net charge ... +1
Spin multiplicity ... 2
Orbital gap (spin up / spin down) ... 12.03 / 4.84 eV
Expectation value of S² ... 0.75
HOMO energy (spin up / spin down) ... -14.94 / -14.94 eV
Molar mass ... 104.19 u

Each line ends with the natural charge from an NBO analysis.
Geometry (Å):
C: -0.53 -2.37 -0.45  -0.599
C: 0.09 -0.97 -0.52  -0.454
C: -0.34 -0.01 0.57  -0.031
C: 0.15 -0.44 1.91  -0.654
C: -0.08 1.59 0.13  -0.218
C: 0.67 2.40 1.13  -0.651
H: -0.53 -2.78 0.57  0.217
H: -1.57 -2.43 -0.79  0.234
H: 0.04 -3.10 -1.00  0.255
H: -0.22 -0.56 -1.49  0.207
H: 1.17 -1.04 -0.65  0.254
H: -1.47 0.05 0.57  0.333
H: 0.10 -1.50 1.99  0.279
H: -0.41 0.04 2.71  0.245
H: 1.23 -0.22 1.97  0.272
H: 0.43 1.45 -0.82  0.259
H: -1.05 2.00 -0.07  0.241
H: 1.66 2.03 1.40  0.239
H: 0.86 3.43 0.78  0.309
H: 0.11 2.44 2.05  0.250
H: 0.15 0.58 -2.88  0.440
H: -0.37 -0.73 -3.40  0.461
O: -0.09 0.14 -3.70  -0.888

---

Record 3
3 unconnected molecules or ions with the total composition C6H16O2 at a distorted geometry. Source: the OMol25 dataset; level of theory: ωB97M-V with the def2-TZVPD basis set.

Output
Spin multiplicity ... 1
Orbital gap ... 9.95 eV
HOMO energy ... -9.53 eV
SMILES ... C=CCCCC.O.O
Molar mass ... 120.19 u

Each line ends with the natural charge from an NBO analysis.
Geometry (Å):
C: -2.22 -2.22 0.19  -0.413
C: -1.28 -1.30 0.31  -0.161
C: 0.19 -1.59 0.47  -0.432
C: 1.01 -1.14 -0.76  -0.381
C: 1.17 0.38 -0.93  -0.404
C: 1.49 0.77 -2.38  -0.605
H: -2.02 -3.26 0.37  0.190
H: -3.26 -1.95 0.14  0.195
H: -1.42 -0.22 0.26  0.203
H: 0.59 -1.00 1.32  0.193
H: 0.38 -2.62 0.70  0.206
H: 1.99 -1.61 -0.71  0.200
H: 0.56 -1.58 -1.65  0.192
H: 1.99 0.66 -0.27  0.205
H: 0.24 0.86 -0.63  0.194
H: 1.16 1.78 -2.61  0.207
H: 0.98 0.06 -3.03  0.202
H: 2.56 0.80 -2.55  0.206
O: 1.55 2.50 2.53  -0.933
H: 1.43 1.56 2.77  0.468
H: 0.73 2.68 2.06  0.465
O: -2.41 1.83 1.49  -0.946
H: -3.20 1.98 0.96  0.477
H: -2.23 2.65 1.96  0.472

---

Record 4
3 unconnected molecules or ions with the total composition C6H16O2 at a distorted geometry. Source: the OMol25 dataset; level of theory: ωB97M-V with the def2-TZVPD basis set.

Output
Spin multiplicity ... 1
Orbital gap ... 10.24 eV
HOMO energy ... -9.52 eV
SMILES ... C=CCCCC.O.O
Molar mass ... 120.19 u

Each line ends with the natural charge from an NBO analysis.
Geometry (Å):
C: 0.88 1.81 -2.93  -0.403
C: 0.12 0.75 -3.09  -0.167
C: 0.34 -0.69 -2.77  -0.451
C: -0.59 -1.63 -1.91  -0.378
C: -0.49 -1.36 -0.35  -0.407
C: 0.77 -0.77 0.15  -0.631
H: 1.78 1.63 -2.47  0.183
H: 0.55 2.86 -3.16  0.212
H: -0.76 0.83 -3.72  0.184
H: 0.29 -1.21 -3.83  0.216
H: 1.30 -0.92 -2.44  0.200
H: -1.65 -1.47 -2.14  0.208
H: -0.29 -2.72 -2.04  0.208
H: -0.68 -2.28 0.22  0.204
H: -1.41 -0.71 -0.12  0.195
H: 0.72 0.06 0.94  0.209
H: 1.36 -0.36 -0.69  0.214
H: 1.16 -1.50 0.77  0.203
O: 0.34 -2.17 3.84  -0.933
H: 0.73 -1.82 3.09  0.463
H: -0.23 -1.45 4.19  0.471
O: -1.20 3.70 4.52  -0.946
H: -1.71 4.53 4.59  0.475
H: -0.65 3.60 5.29  0.472

---

In order of appearance, energy relative to the best compared isomer or geometry (same formula, charge and spin) = 36.1, 80.0, 92.0, 222.7 kJ/mol.